Entry 1:
Computed, not measured: a structure of composition C30H21Cl2F9NOPReS, with ωB97M-V/def2-TZVPD.

Summary:
Charge   +2
Highest occupied orbital energy (spin up / spin down)   -14.1 / -14.5 eV
Lowest unoccupied orbital energy (spin up / spin down)   -6.71 / -8.07 eV
E_tot   -3922.3486 hartree
Relative energy (zero: lowest compared OMol25 entry of this formula, charge and spin)   0.00 kJ/mol
2S+1   4
Maximum force   0.33 eV/A

Structure (XYZ):
```
67
C30H21Cl2F9NOPReS (ωB97M-V/def2-TZVPD)
Re 1.435 0.900 -0.360
Cl 3.815 1.445 0.207
C 4.715 0.013 -0.318
C 6.083 0.054 -0.168
C 6.805 -1.063 -0.557
C 6.156 -2.172 -1.072
C 4.777 -2.177 -1.210
Cl 4.000 -3.569 -1.853
C 4.015 -1.067 -0.833
S 2.264 -1.117 -1.043
H 6.574 0.927 0.240
H 7.881 -1.067 -0.453
H 6.714 -3.047 -1.374
N 0.694 4.983 -0.046
C 0.796 3.744 -0.455
O 1.010 2.812 0.389
C 0.630 3.365 -1.887
C 1.280 1.995 -2.134
H 0.779 5.201 0.938
H 0.517 5.738 -0.690
H 1.019 4.137 -2.553
H -0.449 3.318 -2.054
H 2.312 2.113 -2.482
H 0.758 1.446 -2.918
F -5.354 4.620 -0.621
C -5.686 3.329 -0.785
F -6.667 3.043 0.070
F -6.152 3.184 -2.028
C -4.471 2.456 -0.556
C -4.277 1.831 0.666
C -3.137 1.069 0.878
C -2.190 0.953 -0.135
C -2.406 1.562 -1.373
C -3.547 2.316 -1.583
P -0.757 -0.122 0.013
C -0.249 -0.305 1.738
C 0.433 -1.470 2.122
C 0.973 -1.564 3.392
C 0.851 -0.497 4.274
C 0.194 0.665 3.900
C -0.349 0.769 2.630
C 1.444 -0.629 5.662
F 1.520 0.553 6.277
F 0.697 -1.443 6.413
F 2.678 -1.145 5.595
C -1.158 -1.707 -0.719
C -1.869 -2.653 0.017
C -2.275 -3.828 -0.595
C -1.978 -4.043 -1.932
C -1.280 -3.099 -2.672
C -0.867 -1.925 -2.066
C -2.448 -5.306 -2.625
F -1.497 -5.788 -3.433
F -3.527 -5.048 -3.374
F -2.770 -6.256 -1.745
H -5.019 1.928 1.447
H -3.003 0.565 1.827
H -1.703 1.416 -2.186
H -3.731 2.781 -2.543
H 0.536 -2.298 1.433
H 1.492 -2.463 3.698
H 0.110 1.486 4.598
H -0.848 1.684 2.337
H -2.107 -2.483 1.060
H -2.819 -4.575 -0.034
H -1.054 -3.285 -3.714
H -0.316 -1.190 -2.641
```

Per-atom Löwdin charges, elementary charge units:
1 Re 1.021
2 Cl 0.779
3 C -0.579
4 C -0.079
5 C -0.029
6 C -0.064
7 C -0.675
8 Cl 0.742
9 C -0.634
10 S 0.658
11 H 0.123
12 H 0.130
13 H 0.125
14 N 0.263
15 C -0.459
16 O -0.179
17 C -0.142
18 C -0.276
19 H 0.154
20 H 0.151
21 H 0.140
22 H 0.115
23 H 0.074
24 H 0.067
25 F 0.161
26 C -0.596
27 F 0.169
28 F 0.167
29 C -0.082
30 C 0.032
31 C -0.046
32 C -0.334
33 C -0.082
34 C 0.019
35 P 0.971
36 C -0.386
37 C -0.074
38 C 0.028
39 C -0.078
40 C 0.026
41 C -0.080
42 C -0.596
43 F 0.161
44 F 0.177
45 F 0.163
46 C -0.366
47 C -0.049
48 C 0.031
49 C -0.078
50 C 0.025
51 C -0.093
52 C -0.595
53 F 0.163
54 F 0.170
55 F 0.163
56 H 0.138
57 H 0.117
58 H 0.101
59 H 0.138
60 H 0.108
61 H 0.142
62 H 0.136
63 H 0.109
64 H 0.122
65 H 0.137
66 H 0.140
67 H 0.093


Entry 2:
Computed, not measured: a cluster of 2 separate species, C2H3ClN2 in total at a distorted geometry, with ωB97M-V/def2-TZVPD.

Summary:
Highest occupied orbital energy   -10.6 eV
Lowest unoccupied orbital energy   0.92 eV
E_tot   -647.6593 hartree
Relative energy (zero: lowest compared OMol25 entry of this formula, charge and spin)   164.26 kJ/mol
Maximum force   4.51 eV/A

Structure (XYZ):
```
8
C2H3ClN2 (ωB97M-V/def2-TZVPD)
H -0.310 0.703 1.563
N -0.329 1.257 0.733
C -1.053 0.910 -0.178
Cl -2.107 -0.456 -0.391
H -1.266 1.611 -1.094
C 1.695 -1.311 -0.246
N 1.273 -1.445 0.833
H 2.097 -1.269 -1.219
```

Per-atom Löwdin charges, elementary charge units:
1 H 0.037
2 N 0.055
3 C -0.779
4 Cl 0.555
5 H 0.092
6 C -0.067
7 N 0.064
8 H 0.043


Entry 3:
Computed, not measured: a cluster of 2 separate species, C4H13N2Si in total at a distorted geometry, with ωB97M-V/def2-TZVPD.

Summary:
Charge   +1
Highest occupied orbital energy (spin up / spin down)   -9.1 / -14.1 eV
Lowest unoccupied orbital energy (spin up / spin down)   -4.34 / -8.92 eV
E_tot   -558.7723 hartree
Relative energy (zero: lowest compared OMol25 entry of this formula, charge and spin)   63.87 kJ/mol
2S+1   3
Maximum force   4.36 eV/A

Structure (XYZ):
```
20
C4H13N2Si (ωB97M-V/def2-TZVPD)
C -1.839 -1.308 0.982
C 0.806 1.738 1.005
C -0.626 0.788 -1.758
C 2.301 -0.422 -0.877
N -1.670 -0.083 1.281
N -0.753 -2.068 0.720
Si 0.863 0.798 -0.637
H -2.741 -1.839 0.748
H 0.380 2.752 0.873
H -0.117 1.354 1.539
H 1.672 2.002 1.705
H -0.595 0.066 -2.650
H -1.506 0.576 -1.170
H -0.750 1.808 -2.237
H 2.900 -0.153 -1.700
H 2.973 -0.223 0.039
H 1.953 -1.431 -0.900
H -2.589 0.350 1.554
H -0.750 -3.089 0.682
H 0.085 -1.616 0.802
```

Per-atom Löwdin charges, elementary charge units:
1 C -0.199
2 C -0.271
3 C -0.265
4 C -0.248
5 N 0.240
6 N 0.315
7 Si 0.692
8 H 0.149
9 H 0.020
10 H -0.020
11 H 0.063
12 H 0.065
13 H -0.029
14 H 0.047
15 H -0.005
16 H 0.063
17 H -0.012
18 H 0.153
19 H 0.174
20 H 0.067


Entry 4:
Computed, not measured: a structure of composition C51H45N8O5S2SiSn, with ωB97M-V/def2-TZVPD.

Summary:
Charge   -1
Highest occupied orbital energy   -4.9 eV
Lowest unoccupied orbital energy   1.79 eV
E_tot   -4085.1232 hartree
Relative energy (zero: lowest compared OMol25 entry of this formula, charge and spin)   54.09 kJ/mol
Maximum force   0.66 eV/A

Structure (XYZ):
```
113
C51H45N8O5S2SiSn (ωB97M-V/def2-TZVPD)
Sn 0.653 -0.799 -0.357
N -1.994 -5.036 1.208
C -2.065 -5.290 2.587
C -2.794 -6.372 3.054
C -2.865 -6.642 4.418
C -2.212 -5.822 5.318
C -1.489 -4.727 4.850
C -1.411 -4.460 3.496
S -0.485 -3.064 2.920
N -0.774 -3.024 1.280
C -1.414 -3.914 0.644
C -1.577 -3.751 -0.834
C -2.084 -4.761 -1.643
C -2.255 -4.519 -3.000
C -1.915 -3.284 -3.510
C -1.376 -2.347 -2.640
N -1.214 -2.573 -1.343
H -2.526 -5.645 0.620
H -3.308 -7.013 2.345
H -3.435 -7.495 4.765
H -2.258 -6.023 6.381
H -0.971 -4.073 5.544
H -2.321 -5.741 -1.254
H -2.644 -5.297 -3.643
H -2.037 -3.050 -4.560
H -1.048 -1.372 -2.978
O 2.926 0.220 0.647
C 3.137 -0.743 1.402
N 2.457 -1.907 1.355
C 3.006 -2.782 2.272
O 2.709 -3.943 2.459
C 4.122 -2.060 3.012
C 4.955 -2.451 4.035
C 5.874 -1.517 4.515
C 5.943 -0.237 3.975
C 5.095 0.146 2.934
C 4.195 -0.789 2.473
H 4.891 -3.451 4.450
H 6.545 -1.790 5.322
H 6.664 0.470 4.369
H 5.136 1.140 2.504
O 7.674 1.043 -3.983
C 6.857 0.275 -4.749
O 7.160 0.078 -5.894
C 5.632 -0.265 -4.100
C 4.631 -0.777 -4.924
C 3.461 -1.279 -4.388
C 3.264 -1.315 -3.001
S 1.805 -2.035 -2.354
C 4.268 -0.798 -2.176
C 5.428 -0.281 -2.721
H 7.272 1.180 -3.119
H 4.792 -0.760 -5.994
H 2.675 -1.654 -5.032
H 4.119 -0.804 -1.103
H 6.191 0.075 -2.034
O -0.673 0.560 -1.689
Si -1.476 1.852 -2.135
C -0.394 3.401 -2.068
C 0.602 3.568 -3.038
C 1.536 4.591 -2.949
C 1.495 5.479 -1.879
C 0.514 5.337 -0.908
C -0.419 4.310 -1.005
C -3.018 2.110 -1.056
C -3.683 3.331 -0.903
C -4.812 3.444 -0.099
C -5.308 2.327 0.563
C -4.674 1.099 0.413
C -3.539 0.998 -0.384
C -2.181 1.772 -3.897
C -2.545 0.547 -4.462
C -3.101 0.470 -5.734
C -3.304 1.628 -6.474
C -2.956 2.858 -5.931
C -2.401 2.924 -4.658
H 0.652 2.878 -3.876
H 2.305 4.691 -3.706
H 2.228 6.273 -1.802
H 0.476 6.016 -0.063
H -1.161 4.212 -0.220
H -3.313 4.211 -1.422
H -5.301 4.404 0.022
H -6.185 2.413 1.195
H -5.060 0.225 0.925
H -3.020 0.044 -0.469
H -2.401 -0.359 -3.887
H -3.373 -0.494 -6.151
H -3.728 1.573 -7.470
H -3.113 3.766 -6.502
H -2.126 3.892 -4.248
C 0.293 1.042 3.479
N -0.729 0.922 2.437
C -2.049 0.841 3.078
N -2.328 2.013 3.924
C -1.267 2.099 4.932
N 0.071 2.218 4.339
C 0.078 3.411 3.483
N -0.942 3.351 2.434
C -0.695 2.146 1.629
C -2.253 3.209 3.075
H 1.273 1.129 3.004
H 0.282 0.142 4.098
H -2.096 -0.055 3.692
H -2.810 0.783 2.299
H -1.298 1.199 5.550
H -1.451 2.968 5.569
H 1.062 3.508 3.018
H -0.106 4.289 4.107
H 0.283 2.233 1.149
H -1.454 2.071 0.853
H -3.024 3.145 2.303
H -2.442 4.092 3.692
```

Löwdin atomic charge list, values in e, 99 entries:
1 Sn 1.218
2 N 0.115
3 C -0.237
4 C -0.034
5 C -0.102
6 C -0.102
7 C -0.105
8 C -0.433
9 S 0.995
10 N -0.261
11 C -0.345
12 C -0.191
13 C -0.014
14 C -0.055
15 C -0.039
16 C -0.188
17 N 0.048
18 H 0.107
19 H 0.109
20 H 0.098
21 H 0.098
22 H 0.106
23 H 0.101
24 H 0.108
25 H 0.109
26 H 0.057
27 O -0.113
28 C -0.537
29 N 0.059
30 C -0.463
31 O 0.042
32 C -0.091
33 C -0.014
34 C -0.088
35 C -0.089
36 C -0.014
37 C -0.097
38 H 0.114
39 H 0.095
40 H 0.095
41 H 0.114
42 O 0.099
43 C -0.489
44 O 0.099
45 C -0.158
46 C -0.024
47 C -0.109
48 C -0.658
49 S 0.540
50 C -0.090
51 C -0.029
52 H 0.081
53 H 0.116
54 H 0.095
55 H 0.081
56 H 0.110
57 O -0.524
58 Si 0.409
59 C -0.215
60 C -0.096
61 C -0.094
62 C -0.104
63 C -0.091
64 C -0.104
65 C -0.223
66 C -0.097
67 C -0.100
68 C -0.108
69 C -0.108
70 C -0.105
71 C -0.203
72 C -0.083
73 C -0.095
74 C -0.109
75 C -0.098
76 C -0.096
77 H 0.108
78 H 0.097
79 H 0.093
80 H 0.097
81 H 0.078
82 H 0.101
83 H 0.096
84 H 0.096
85 H 0.101
86 H 0.101
87 H 0.067
88 H 0.093
89 H 0.093
90 H 0.095
91 H 0.099
92 C -0.173
93 N -0.084
94 C -0.163
95 N -0.085
96 C -0.187
97 N -0.086
98 C -0.179
99 N -0.078